{
  "formula": "C24H36BrF24N3O9P3",
  "method": "ωB97M-V/def2-TZVPD",
  "de_lowest_kj_mol": 0.0,
  "total_charge": 1,
  "lumo_energy_ev": -3.43,
  "mol_weight_g_mol": 1139.34,
  "homo_lumo_gap_ev": 8.30,
  "species": ["C", "C", "C", "Br", "C", "C", "N", "C", "C", "C", "N", "P", "P", "O", "O", "O", "C", "N", "P", "O", "O", "O", "H", "H", "H", "H", "H", "H", "H", "H", "H", "H", "H", "H", "H", "H", "H", "H", "H", "H", "H", "H", "H", "H", "H", "H", "C", "C", "C", "F", "F", "F", "F", "O", "C", "C", "F", "F", "F", "F", "H", "H", "H", "H", "C", "C", "C", "F", "F", "F", "F", "O", "C", "C", "F", "F", "F", "F", "H", "H", "H", "H", "C", "C", "C", "F", "F", "F", "F", "O", "C", "C", "F", "F", "F", "F", "H", "H", "H", "H"],
  "xyz": [[5.984517, -1.920916, 2.455329], [4.873946, -0.852626, 2.401472], [4.109263, -0.851603, 1.065399], [3.087499, 0.793714, 0.944572], [3.288754, -2.137959, 0.938106], [2.152582, -2.373181, 1.922422], [0.953294, -1.567129, 1.702080], [0.392209, -1.577300, 0.343011], [-0.673059, -2.672299, 0.118698], [-0.139707, -4.106870, 0.263371], [-1.136166, -5.073426, -0.210307], [-0.335276, 0.175491, 0.151733], [-1.819384, 0.649748, 1.687407], [-1.693572, 2.105795, 1.897520], [-1.536042, -0.245336, 2.976993], [-3.322969, 0.247959, 1.250560], [1.438516, -1.634865, -0.784556], [2.699662, -2.425977, -0.450983], [3.780906, -2.326876, -1.860184], [3.113584, -3.020262, -2.967120], [3.977814, -0.762439, -2.005319], [5.108999, -2.985754, -1.296759], [5.688549, -2.809035, 3.019097], [6.884496, -1.494140, 2.905464], [6.265454, -2.238314, 1.442098], [4.187315, -0.913888, 3.249507], [5.340851, 0.135767, 2.471459], [4.869702, -0.787669, 0.287016], [4.009962, -2.946950, 1.109253], [1.927586, -3.454278, 1.879487], [2.509848, -2.189772, 2.941066], [0.237329, -1.949693, 2.313721], [-1.482133, -2.513118, 0.843876], [-1.097150, -2.547804, -0.885342], [0.077446, -4.302033, 1.319173], [0.781246, -4.234551, -0.326994], [-0.769222, -5.607820, -0.991952], [-1.331979, -5.759551, 0.508058], [-1.132634, 0.055508, -1.001723], [-2.075274, 0.089170, 3.713656], [-3.456543, 0.638157, 0.371544], [0.986574, -2.137537, -1.646062], [1.745901, -0.642328, -1.121796], [2.420547, -3.414606, -0.436849], [4.833716, -0.488297, -2.366156], [5.908876, -2.445802, -1.357684], [3.614845, 5.715491, 1.820921], [4.787767, 4.772438, 2.133287], [4.500933, 3.500834, 2.936297], [4.031772, 3.772788, 4.163717], [5.660142, 2.803745, 3.077284], [5.803272, 5.453284, 2.692887], [5.219897, 4.304911, 0.917733], [3.439954, 6.864372, 2.628535], [2.709231, 6.868570, 3.790341], [3.570100, 7.218002, 5.015163], [4.593769, 6.353152, 5.141611], [2.795819, 7.133080, 6.117705], [2.032327, 5.721403, 3.972243], [1.799741, 7.862201, 3.686376], [3.863394, 6.124536, 0.842070], [2.683626, 5.158727, 1.702740], [3.796062, 2.857371, 2.405704], [3.960270, 8.232357, 4.916210], [-5.426358, -2.065053, 0.531509], [-6.588960, -1.564619, -0.336734], [-7.940261, -1.287263, 0.332570], [-8.444008, -2.406106, 0.881448], [-8.797203, -0.849579, -0.612123], [-6.756796, -2.376906, -1.397509], [-6.177271, -0.345039, -0.814662], [-5.144074, -3.451036, 0.547000], [-5.779244, -4.310808, 1.403024], [-6.586784, -5.384086, 0.655740], [-7.497343, -4.817077, -0.150548], [-7.225113, -6.148151, 1.567633], [-6.525486, -3.672751, 2.316397], [-4.819524, -4.990877, 2.091338], [-4.549516, -1.620886, 0.065578], [-5.476240, -1.657220, 1.541571], [-7.835674, -0.517675, 1.101901], [-5.912510, -6.006138, 0.063249], [-1.552624, 1.472879, -6.627632], [-1.689176, 2.999098, -6.751587], [-0.687657, 3.880609, -5.994542], [-0.765234, 3.675159, -4.663501], [-0.979486, 5.171604, -6.240843], [-2.948098, 3.374393, -6.457396], [-1.462643, 3.278806, -8.067357], [-2.405660, 0.793872, -5.712767], [-2.125739, 0.603584, -4.395854], [-3.148165, 1.295724, -3.479710], [-3.195198, 2.612888, -3.696848], [-2.748279, 1.089126, -2.188872], [-0.862555, 0.939781, -4.063869], [-2.253878, -0.724458, -4.133610], [-1.873936, 1.097659, -7.597871], [-0.510679, 1.176112, -6.504096], [0.331553, 3.675908, -6.332670], [-4.138934, 0.861955, -3.622543]],
  "atomic_forces_ev_per_a": [[-0.145, 0.112, -0.086], [0.354, 0.309, -0.150], [0.078, -0.118, 0.594], [-0.048, -0.157, -0.247], [0.019, 0.061, 0.043], [-0.269, -0.322, 0.171], [0.359, -0.417, -0.233], [-0.869, 0.001, -0.074], [0.340, 0.022, 0.116], [-0.564, -0.020, -0.058], [0.324, -0.259, 0.024], [1.059, 0.370, 0.035], [-0.330, 1.348, 0.160], [0.052, -0.797, -0.175], [-0.374, -0.215, -0.332], [0.721, -0.380, -0.208], [-0.305, 0.120, -0.169], [0.292, 0.523, 0.130], [-0.358, -0.687, -1.617], [0.551, 0.498, 1.194], [0.296, -0.581, 0.317], [-0.370, 0.476, -0.098], [0.093, 0.072, -0.071], [-0.170, -0.205, 0.060], [0.001, -0.014, 0.149], [0.063, -0.042, -0.117], [-0.122, -0.139, 0.017], [-0.234, -0.024, -0.037], [-0.094, 0.105, -0.176], [0.155, 0.112, -0.013], [0.006, 0.061, -0.218], [-0.016, 0.422, 0.120], [0.029, -0.128, -0.186], [-0.027, -0.064, 0.175], [0.192, 0.010, -0.171], [-0.040, -0.004, 0.163], [-0.184, 0.169, 0.001], [-0.140, 0.080, 0.006], [-0.353, -0.322, 0.195], [0.200, -0.090, 0.090], [-0.434, 0.061, 0.096], [0.176, 0.022, 0.118], [0.172, -0.121, 0.284], [0.015, 0.071, 0.055], [-0.167, 0.237, -0.125], [0.105, -0.201, 0.113], [-0.408, 0.153, -0.375], [0.108, 0.250, 0.239], [-0.014, -0.165, -0.057], [-0.039, 0.146, 0.090], [0.044, -0.013, -0.021], [-0.009, -0.023, 0.007], [-0.061, -0.026, -0.060], [0.473, -0.202, 0.362], [-0.110, 0.051, -0.255], [-0.027, 0.093, -0.019], [0.013, -0.133, -0.028], [0.021, -0.003, 0.005], [0.106, -0.083, -0.012], [-0.067, -0.048, -0.038], [-0.003, 0.011, 0.023], [0.041, -0.102, 0.166], [-0.043, 0.192, 0.072], [0.000, -0.001, -0.001], [0.413, 0.269, 0.304], [0.006, -0.339, -0.143], [0.064, 0.175, -0.005], [0.001, -0.126, 0.008], [-0.041, 0.004, -0.017], [-0.008, 0.022, 0.018], [0.030, 0.088, 0.046], [-0.469, -0.219, -0.252], [0.261, -0.040, 0.189], [0.123, -0.089, 0.024], [-0.111, 0.099, -0.017], [-0.003, 0.007, -0.030], [-0.065, 0.078, -0.071], [0.018, 0.136, -0.082], [0.031, -0.108, 0.011], [-0.200, 0.003, -0.026], [0.000, -0.009, 0.019], [-0.004, 0.004, 0.005], [0.208, -0.432, -0.228], [-0.264, -0.020, 0.178], [0.065, 0.025, -0.156], [-0.069, -0.130, 0.127], [-0.009, 0.019, 0.019], [0.026, 0.001, 0.034], [0.050, -0.046, -0.030], [-0.166, 0.473, 0.217], [0.021, -0.111, -0.243], [-0.109, -0.042, -0.041], [0.142, 0.079, -0.022], [-0.125, 0.016, 0.070], [0.006, 0.121, -0.065], [0.090, -0.034, -0.007], [-0.016, -0.004, 0.025], [0.020, 0.124, 0.159], [0.008, -0.014, 0.008], [0.016, -0.034, 0.009]]
}